1.
Computed, not measured: one molecule with the formula C21H26N6O in a non-equilibrium geometry, with the ωB97M-V functional and the def2-TZVPD basis.

```
54
Properties=species:S:1:pos:R:3:forces:R:3
C -2.872480 -2.822326 -2.288613 0.08 -0.20 0.23
H -3.685090 -2.132950 -2.071147 -0.11 0.08 -0.02
H -2.072919 -2.269180 -2.773895 0.08 0.07 -0.07
H -3.237567 -3.581329 -2.975691 -0.10 -0.04 -0.11
C -2.345470 -3.483498 -1.019422 -0.12 0.00 -0.29
N -1.829457 -2.497232 -0.088194 -0.10 -0.13 0.21
C -0.704758 -2.973136 0.700921 0.05 -0.15 -0.25
C 0.519474 -2.800454 -0.195785 -0.13 0.04 0.38
O 0.937305 -3.659955 -0.938182 0.06 -0.19 -0.22
N 1.012495 -1.534672 -0.122797 0.04 0.25 0.21
C 1.926646 -0.966149 -0.976428 0.18 -0.24 -0.40
C 2.587184 -1.438088 -2.079419 -0.15 -0.02 0.24
C 3.331510 -0.329778 -2.559005 -0.37 0.03 0.47
N 3.134717 0.730880 -1.814205 0.67 0.58 -0.58
N 2.279883 0.361649 -0.835740 -0.17 -0.99 -0.30
C 1.890012 1.246691 0.142558 -0.23 0.81 0.88
N 1.226507 0.753140 1.187948 0.25 -0.13 -0.19
C 0.891269 1.598476 2.158445 0.11 0.39 0.00
C 1.204521 2.946121 2.064186 0.07 -0.20 -0.13
C 1.873897 3.372564 0.916944 -0.18 -0.23 0.34
N 2.218875 2.517014 -0.031321 0.14 -0.02 -0.44
C 2.235152 4.803882 0.699987 0.02 0.03 -0.02
H 1.336861 5.418873 0.685063 -0.04 0.09 0.01
H 2.871697 5.157122 1.509252 0.03 0.08 0.05
H 2.759435 4.902911 -0.245233 0.02 0.04 -0.02
H 0.937093 3.638847 2.845297 -0.05 0.07 0.10
C 0.204305 1.010764 3.346282 0.03 0.03 0.01
H -0.530921 0.277040 3.026116 -0.05 -0.01 -0.01
H -0.283445 1.783666 3.932647 -0.06 0.01 0.09
H 0.938931 0.504137 3.971874 0.05 -0.03 0.06
C 4.234163 -0.302634 -3.737430 -0.02 0.08 0.06
H 3.681132 -0.556087 -4.640480 0.02 0.00 -0.09
H 4.662844 0.689313 -3.842454 0.06 0.05 -0.06
H 5.033049 -1.032208 -3.615017 0.07 -0.02 -0.05
H 2.541973 -2.428977 -2.477875 -0.06 -0.21 -0.02
H 0.677978 -0.877536 0.586262 0.01 -0.30 -0.04
H -0.811663 -4.028606 0.992183 0.07 0.13 0.01
H -0.602206 -2.362163 1.599187 -0.01 0.01 0.02
C -2.823871 -1.755203 0.657405 -0.01 0.00 -0.10
C -2.491449 -0.282488 0.721184 0.00 0.04 0.11
C -2.966601 0.507622 1.759684 -0.02 -0.04 -0.04
C -2.699574 1.865768 1.788937 -0.09 0.06 0.07
C -1.947952 2.448587 0.783356 -0.01 0.12 -0.04
C -1.468700 1.667484 -0.254858 -0.07 0.09 -0.06
C -1.741195 0.312006 -0.285673 -0.08 0.01 -0.05
H -1.377094 -0.303204 -1.093578 0.07 -0.06 -0.07
H -0.881595 2.116852 -1.043098 0.06 0.04 -0.08
H -1.738945 3.508179 0.806715 0.03 0.08 0.01
H -3.079139 2.469650 2.600575 -0.03 0.06 0.07
H -3.554808 0.058137 2.548461 -0.05 -0.06 0.09
H -3.787294 -1.856546 0.147633 0.04 -0.08 0.06
H -2.959357 -2.151200 1.677792 -0.04 0.02 -0.10
H -3.136774 -4.100361 -0.559384 0.11 -0.02 0.01
H -1.518582 -4.141414 -1.291967 -0.08 -0.03 0.06
```
Forces are in eV/Å.

Output
Energy relative to the best compared isomer or geometry (same formula, charge and spin) (eV): 0.195
Net charge: 0
Structure (SMILES): CCN(CC(=O)Nc1cc(C)nn1-c1nc(C)cc(C)n1)Cc1ccccc1
Kohn-Sham gap (eV): 8.893
HOMO (eV): -8.224

2.
Computed, not measured: an isolated ion of composition C6H7Cl2N2O2S and charge +1 in a non-equilibrium geometry, with the ωB97M-V functional and the def2-TZVPD basis.

```
20
Properties=species:S:1:pos:R:3:forces:R:3
C 3.427800 0.967259 -0.165724 1.04 -0.46 0.05
C 1.482327 -0.314693 0.275618 -0.20 1.88 0.34
C 2.933074 -0.225998 0.214238 -1.68 -0.90 -0.14
C 0.815401 0.952352 0.132804 2.10 -0.26 -0.64
C 1.398022 2.160703 -0.241638 -2.54 -1.06 0.03
C -4.267608 -0.113922 -0.162272 -0.54 -4.03 0.07
N 2.703231 2.036755 -0.468184 -0.32 1.63 0.66
N 0.772145 -1.399269 0.584972 4.53 -2.38 -0.96
O -2.088748 -1.097100 -1.445900 0.69 0.59 -1.59
O -2.361792 -1.680429 0.864234 0.49 -0.59 2.27
S -2.498629 -0.739458 -0.156374 -2.22 -0.28 -1.25
Cl 3.922174 -1.623064 0.555424 -0.53 0.73 -0.20
Cl -0.933138 0.979579 0.571846 -0.48 0.44 0.34
H 4.449818 1.183958 -0.219994 1.58 -0.37 -0.09
H -4.680913 -0.141364 -1.154262 0.67 0.88 -0.79
H -4.902756 -0.992195 0.289622 1.76 1.49 -0.08
H -4.314587 0.734507 0.408582 -0.33 2.22 1.15
H 3.199299 2.919230 -0.627404 -0.08 -0.64 -0.23
H 1.105876 -2.304745 0.183038 -0.25 1.01 0.99
H -0.160994 -1.302103 0.561376 -3.67 0.10 0.07
```
Forces are in eV/Å.

Output
Energy relative to the best compared isomer or geometry (same formula, charge and spin) (eV): 4.002
Net charge: +1
Kohn-Sham gap (eV): 5.417
HOMO (eV): -12.212

3.
Computed, not measured: a 6-piece molecular cluster, C74H45F9NO11S overall in a non-equilibrium geometry, with the ωB97M-V functional and the def2-TZVPD basis.

```
141
Properties=species:S:1:pos:R:3:forces:R:3
O -3.906023 -1.445458 -11.908067 -1.23 -1.14 0.26
N -2.834100 -0.579591 -12.352473 1.00 0.60 0.06
C -1.937630 -1.443216 -13.053127 -0.73 1.19 -0.23
C -0.460430 -1.333929 -12.589076 0.42 -0.53 -0.71
C -0.155055 -1.931687 -11.217254 -1.71 -0.24 -2.02
F 1.024207 -2.585267 -11.200986 0.83 0.49 0.48
F -1.074144 -2.933405 -11.025270 0.07 0.13 0.65
C -0.332698 -1.029821 -9.981260 0.18 -0.96 0.81
F 0.016675 -1.766547 -8.913022 0.69 -0.04 0.35
F -1.569615 -0.710342 -9.759627 -0.78 0.68 -0.48
S 0.698442 0.591318 -9.901738 0.37 1.35 0.79
F 1.691016 -0.060186 -8.775724 -0.35 0.53 -0.83
F -0.267475 1.113335 -8.652040 0.69 -0.21 -1.05
F -0.270964 1.380973 -10.916260 0.93 -0.98 0.50
F 1.731681 0.147264 -11.055598 -0.88 0.30 0.58
F 1.547457 1.969084 -9.738901 -0.62 -0.99 -0.08
H -4.260066 -1.082160 -11.090708 0.40 0.25 -0.06
H -2.296899 -2.480010 -13.092560 0.24 0.02 0.28
H -1.919862 -1.110504 -14.121463 0.51 -0.32 -0.12
H -0.088467 -0.316606 -12.719216 -0.24 -0.01 0.29
H 0.125270 -1.937658 -13.304169 0.13 0.01 0.24
C 4.235845 -2.200960 0.152600 0.03 -0.01 -0.04
C 5.210097 -2.301937 -0.835533 -0.07 0.02 0.02
C 4.932394 -1.894343 -2.129499 0.16 -0.07 0.09
C 3.675551 -1.394277 -2.445404 -0.11 -0.01 0.09
C 2.691333 -1.315163 -1.459855 0.09 -0.01 -0.07
C 2.979730 -1.709706 -0.158455 0.07 -0.06 0.15
C 1.324938 -0.827085 -1.789301 -0.29 0.02 0.20
O 0.472650 -0.755878 -0.922781 0.02 0.02 0.02
C 1.026157 -0.439192 -3.189097 0.13 -0.03 -0.10
C -0.259657 -0.034352 -3.525824 -0.16 0.06 -0.06
C -0.546703 0.342430 -4.827276 0.08 -0.02 0.04
C 0.448854 0.327358 -5.797625 -0.07 0.06 -0.01
C 1.732438 -0.080315 -5.470153 -0.06 0.04 -0.08
C 2.024452 -0.473714 -4.169674 -0.11 0.00 0.12
C 3.395499 -0.941698 -3.837475 0.21 0.01 -0.31
O 4.270683 -0.961511 -4.677834 0.02 -0.01 0.05
H 4.457535 -2.511563 1.165787 0.00 0.01 -0.01
H 6.188297 -2.697650 -0.593383 -0.01 0.02 0.00
H 5.692040 -1.968122 -2.896122 -0.10 0.07 -0.09
H 2.220814 -1.636315 0.609581 -0.08 0.03 -0.10
H -1.036647 -0.017199 -2.773070 0.10 -0.04 0.08
H -1.549604 0.652682 -5.090888 0.01 0.00 0.03
H 0.217292 0.632742 -6.810997 0.12 -0.13 0.32
H 2.503697 -0.095680 -6.228313 0.06 -0.07 0.08
C -1.929265 -2.515515 7.906049 0.01 -0.01 0.00
C -1.426371 -1.482398 8.690788 -0.01 -0.02 -0.06
C -0.835171 -0.381628 8.094335 -0.04 -0.05 0.18
C -0.732694 -0.312858 6.710028 -0.04 -0.10 -0.08
C -1.216053 -1.360002 5.923782 0.05 0.11 0.05
C -1.823960 -2.454356 6.525724 -0.06 -0.15 0.20
C -1.072047 -1.328160 4.441600 -0.12 -0.24 -0.26
O -1.496341 -2.239143 3.760915 0.02 -0.01 0.05
C -0.390395 -0.162832 3.819130 0.08 0.12 0.07
C -0.194384 -0.138813 2.442884 0.01 -0.02 -0.13
C 0.428339 0.947553 1.851642 0.06 0.14 0.01
C 0.850449 2.020056 2.631450 -0.03 -0.09 0.00
C 0.662075 1.999334 4.003345 0.13 0.17 -0.12
C 0.051164 0.906590 4.603883 -0.07 -0.15 -0.02
C -0.110587 0.883620 6.080651 0.13 0.32 0.17
O 0.262324 1.818149 6.763390 0.03 -0.05 0.01
H -2.399494 -3.372096 8.375041 0.00 0.02 0.01
H -1.498607 -1.537453 9.769492 -0.01 0.00 -0.02
H -0.449091 0.423502 8.705024 0.02 0.07 -0.13
H -2.212001 -3.261475 5.918017 0.05 0.09 -0.13
H -0.523450 -0.968982 1.831594 -0.04 -0.01 0.07
H 0.583744 0.959120 0.781063 -0.04 -0.07 0.01
H 1.331426 2.871402 2.166412 0.00 -0.01 0.01
H 0.996140 2.833795 4.605947 -0.05 -0.08 0.11
C 8.438309 5.464690 0.079429 -0.01 0.06 0.03
C 8.449861 6.774185 0.549861 -0.01 -0.08 0.01
C 7.779538 7.099300 1.716819 0.11 0.11 -0.12
C 7.084108 6.119059 2.413844 -0.03 -0.15 -0.05
C 7.053370 4.809852 1.928798 0.00 0.15 0.07
C 7.741657 4.485231 0.766363 0.09 -0.01 -0.16
C 6.274514 3.756560 2.634666 -0.01 -0.35 -0.13
O 6.250987 2.617719 2.216195 0.01 0.01 0.01
C 5.518542 4.132211 3.859732 0.00 0.16 0.03
C 4.739976 3.176703 4.500578 -0.12 -0.12 0.10
C 4.041251 3.509227 5.648729 -0.01 0.02 0.04
C 4.123923 4.797469 6.168272 0.02 -0.04 -0.05
C 4.894482 5.755496 5.530943 -0.12 0.00 0.14
C 5.586567 5.430186 4.370461 0.01 -0.13 -0.07
C 6.382351 6.478056 3.676117 0.01 0.35 0.14
O 6.453669 7.603519 4.126086 0.00 -0.02 -0.01
H 8.970201 5.210859 -0.828521 -0.01 0.00 0.01
H 8.985029 7.540923 0.004447 0.00 -0.01 0.01
H 7.793301 8.116576 2.084320 -0.07 -0.06 0.11
H 7.728745 3.468655 0.396845 -0.10 -0.02 0.10
H 4.676295 2.173582 4.099939 0.09 0.05 -0.09
H 3.430303 2.763703 6.143004 -0.01 0.02 -0.01
H 3.581766 5.053404 7.069554 0.00 -0.01 -0.02
H 4.954514 6.758012 5.932754 0.08 0.03 -0.12
C -1.299543 3.977093 -6.374481 -0.02 -0.03 0.01
C -2.293978 3.021374 -6.554951 0.02 0.00 -0.01
C -3.533253 3.185930 -5.958871 0.06 -0.12 -0.08
C -3.780912 4.302414 -5.169073 0.13 0.12 0.05
C -2.773654 5.250928 -4.968967 -0.14 -0.09 -0.01
C -1.537812 5.088359 -5.583635 0.14 -0.07 -0.08
C -3.002463 6.426816 -4.089373 0.31 0.22 0.00
O -2.131266 7.255316 -3.916145 -0.04 0.00 0.02
C -4.323023 6.565353 -3.415194 -0.10 -0.10 0.00
C -4.537418 7.627203 -2.544817 -0.07 0.14 0.13
C -5.764843 7.774536 -1.921877 -0.04 -0.05 -0.03
C -6.788479 6.865824 -2.172445 0.06 0.03 0.00
C -6.578321 5.803242 -3.034539 -0.15 0.05 0.11
C -5.343572 5.643598 -3.651300 0.11 0.10 0.02
C -5.120481 4.476384 -4.549123 -0.25 -0.30 -0.12
O -6.013996 3.683301 -4.763301 0.01 0.04 0.04
H -0.335055 3.848630 -6.849498 -0.02 -0.01 -0.01
H -2.099627 2.147668 -7.164970 -0.02 0.05 -0.04
H -4.306905 2.443868 -6.104546 -0.08 0.10 0.05
H -0.761565 5.827844 -5.440221 -0.09 0.06 0.09
H -3.743510 8.336186 -2.351642 0.07 -0.08 -0.11
H -5.927935 8.599771 -1.240256 0.00 -0.01 -0.01
H -7.750153 6.986307 -1.689893 0.01 0.00 -0.01
H -7.372888 5.094446 -3.225442 0.11 -0.07 -0.08
C -1.289948 -8.314083 5.459292 -0.02 0.05 0.05
C -1.286090 -7.003040 5.925616 0.01 -0.07 -0.02
C -1.958013 -6.680412 7.092182 0.13 0.14 -0.16
C -2.646569 -7.661638 7.791845 -0.05 -0.15 -0.01
C -2.670422 -8.972606 7.311728 -0.01 0.12 0.07
C -1.980571 -9.296284 6.149761 0.09 0.01 -0.15
C -3.442706 -10.026608 8.022565 0.02 -0.34 -0.15
O -3.461713 -11.167808 7.610057 -0.01 0.02 0.02
C -4.199540 -9.649132 9.247779 0.00 0.16 0.04
C -4.972386 -10.605504 9.894401 -0.11 -0.11 0.11
C -5.670694 -10.270572 11.042031 0.03 0.07 0.01
C -5.593281 -8.979466 11.555131 0.01 -0.06 -0.04
C -4.828986 -8.021001 10.911997 -0.11 0.01 0.15
C -4.137425 -8.348642 9.752308 0.01 -0.13 -0.06
C -3.347881 -7.300242 9.051886 0.03 0.37 0.11
O -3.282157 -6.171569 9.497098 -0.02 -0.02 -0.01
H -0.757006 -8.566990 4.551846 -0.01 0.01 0.01
H -0.756353 -6.233953 5.377891 -0.01 -0.01 0.01
H -1.948798 -5.661604 7.455459 -0.05 -0.06 0.11
H -1.987243 -10.313907 5.783187 -0.09 -0.02 0.10
H -5.031229 -11.610560 9.498738 0.10 0.05 -0.10
H -6.276268 -11.016150 11.541255 0.01 0.01 -0.01
H -6.134477 -8.721398 12.456435 0.01 0.00 -0.01
H -4.773079 -7.016319 11.308932 0.08 0.03 -0.12
```
Forces are in eV/Å.

Output
Net charge: -1
Kohn-Sham gap (eV): 0.970
HOMO (eV): -1.301

4.
Computed, not measured: one molecule with the formula C25H22N6 in a non-equilibrium geometry, with the ωB97M-V functional and the def2-TZVPD basis.

```
53
Properties=species:S:1:pos:R:3:forces:R:3
C -5.134553 -2.601783 1.048978 -0.35 -0.12 -0.08
C -6.375444 -2.295444 0.563191 0.22 -0.13 0.11
C -6.602320 -1.048337 -0.053021 0.54 0.24 0.09
N -7.833560 -0.801565 -0.545287 -0.53 -0.18 -0.05
C -8.050409 0.325965 -1.159144 -0.09 -0.02 -0.05
C -7.059705 1.298515 -1.374561 0.36 0.06 0.09
C -5.805316 1.078676 -0.871841 -0.25 0.13 -0.13
C -5.540223 -0.103767 -0.150942 -0.28 -0.33 0.01
C -4.279594 -0.424026 0.424244 0.02 -0.46 0.18
C -4.093419 -1.669816 0.983922 0.06 0.38 -0.10
H -3.125186 -1.921558 1.388819 0.04 0.00 0.05
C -3.184021 0.532613 0.451539 0.48 0.12 -0.06
C -3.209269 1.910865 0.698724 0.38 -0.35 -0.03
N -1.998180 2.457846 0.696329 -0.05 1.11 0.18
N -1.159085 1.467074 0.451559 -0.44 -1.02 -0.05
C 0.179698 1.544503 0.339524 0.63 -0.31 -0.16
C 0.892343 0.397212 0.086055 -0.61 0.42 0.10
C 0.144322 -0.807371 -0.042347 -0.08 0.08 0.05
N -1.150851 -0.877444 0.060470 0.10 -0.64 -0.13
C -1.820541 0.245087 0.304258 -0.49 0.81 0.06
H 0.652631 -1.745197 -0.216930 0.17 -0.06 -0.03
C 2.348817 0.406572 -0.043549 0.35 -0.01 -0.05
C 3.138550 1.261848 0.725439 -0.08 -0.23 -0.09
C 4.508738 1.267354 0.607641 0.13 0.02 0.04
C 5.171251 0.417012 -0.291109 -0.42 0.07 -0.06
C 4.370824 -0.431612 -1.068084 0.29 -0.05 0.01
C 2.998422 -0.436063 -0.942473 -0.24 0.23 0.18
H 2.419714 -1.098070 -1.569889 -0.04 -0.07 -0.07
H 4.816236 -1.112784 -1.775478 0.07 -0.05 -0.04
N 6.541145 0.490538 -0.436096 0.35 0.17 -0.17
C 7.403635 0.639195 0.720244 0.06 -0.28 0.35
H 8.275105 1.236472 0.424213 -0.04 -0.01 0.09
C 7.865795 -0.746734 1.211822 0.03 0.37 0.04
N 8.523576 -1.520810 0.175891 0.25 -0.10 0.01
H 9.405430 -1.078529 -0.070487 -0.05 -0.07 0.03
C 7.683086 -1.616703 -1.004813 0.00 0.25 -0.25
C 7.228912 -0.229385 -1.488690 -0.05 -0.37 -0.05
H 8.115637 0.360974 -1.755442 -0.05 -0.08 -0.04
H 6.597726 -0.296989 -2.373380 0.02 0.05 -0.03
H 6.808603 -2.216643 -0.735799 0.00 -0.02 -0.10
H 8.236075 -2.135386 -1.790070 -0.07 -0.04 -0.02
H 6.989756 -1.314733 1.541555 0.01 0.06 0.08
H 8.549156 -0.638340 2.056090 -0.06 -0.01 0.06
H 6.887686 1.157151 1.525070 0.04 0.07 -0.04
H 5.073248 1.961862 1.210358 0.06 0.05 0.02
H 2.671035 1.922788 1.440523 -0.03 0.06 0.09
H 0.619816 2.524941 0.439662 -0.04 0.06 0.00
H -4.058776 2.527901 0.917897 -0.15 0.14 0.01
H -5.012498 1.791417 -1.045141 0.00 0.04 -0.02
H -7.289742 2.191143 -1.936224 -0.01 0.06 -0.04
H -9.057291 0.477824 -1.528796 -0.06 0.08 -0.06
H -7.201206 -2.986448 0.624152 -0.09 -0.06 -0.01
H -4.949747 -3.564207 1.503614 -0.02 -0.08 0.04
```
Forces are in eV/Å.

Output
Energy relative to the best compared isomer or geometry (same formula, charge and spin) (eV): 0.000
Net charge: 0
Structure (SMILES): c1cc(-c2cnn3cc(-c4ccc(N5CCNCC5)cc4)cnc23)c2cccnc2c1
Kohn-Sham gap (eV): 7.680
HOMO (eV): -7.471